ORCA calculation (ωB97M-V/def2-TZVPD) on C32H51As2BrN2PdSi as an isolated structure.

Atoms and positions in Å:
Pd (0.09213, 1.75625, -0.47027)
C (4.62131, 3.21591, -0.40250)
As (3.15709, 1.91223, -0.16476)
C (3.92952, 0.53005, -1.32911)
C (1.83499, 2.67837, -1.40743)
C (1.87643, 2.39974, -2.80550)
C (1.08535, 3.06536, -3.70204)
C (0.18249, 4.04863, -3.25134)
C (0.11118, 4.34403, -1.91787)
C (0.93452, 3.69290, -0.95182)
As (1.17288, 4.51302, 0.81286)
C (1.75791, 6.30170, 0.22578)
C (-0.70309, 4.99291, 1.15900)
H (4.73951, 3.46773, -1.45702)
H (5.54916, 2.78822, -0.02142)
H (4.39522, 4.11859, 0.16410)
H (4.38305, 0.95309, -2.22489)
H (3.16071, -0.18967, -1.60810)
H (4.69821, 0.01246, -0.75413)
H (2.56068, 1.64626, -3.17476)
H (1.15052, 2.83032, -4.75719)
H (-0.45059, 4.57293, -3.95696)
H (-0.57368, 5.11500, -1.58032)
H (1.13745, 6.65581, -0.59805)
H (2.79594, 6.25882, -0.10230)
H (1.68360, 6.99724, 1.06212)
H (-1.01310, 5.85081, 0.56191)
H (-0.82320, 5.23417, 2.21521)
H (-1.32609, 4.13405, 0.91483)
C (-4.48946, 1.83414, -0.83663)
C (-4.99209, 1.59581, 0.43241)
C (-4.11248, 1.48972, 1.49550)
C (-2.74556, 1.61732, 1.25985)
N (-2.26828, 1.83683, 0.03371)
C (-3.11765, 1.94834, -0.98326)
C (-1.73134, 1.52038, 2.35748)
C (-2.08940, 1.42008, 3.70011)
C (-1.08802, 1.34192, 4.65415)
C (0.23617, 1.37666, 4.24790)
C (0.50213, 1.48521, 2.89293)
N (-0.45664, 1.54650, 1.97491)
H (-5.13824, 1.92692, -1.69618)
H (-6.05685, 1.49342, 0.59596)
H (-4.49345, 1.30316, 2.48838)
H (-2.66414, 2.13373, -1.95081)
H (-3.12435, 1.41536, 4.00794)
H (-1.34434, 1.26378, 5.70275)
H (1.04808, 1.32269, 4.95992)
H (1.51764, 1.52871, 2.51108)
C (2.31884, -3.89957, -1.54428)
C (0.78991, -3.96560, -1.68313)
C (0.47847, -3.59186, -3.14269)
C (0.35170, -5.41956, -1.45161)
Si (-0.06259, -2.79233, -0.42658)
Br (0.24939, -0.71709, -1.29792)
C (-1.96706, -3.02878, -0.29794)
C (-2.59098, -3.20336, -1.69156)
C (-2.32155, -4.26658, 0.54042)
C (-2.65637, -1.80598, 0.33626)
C (0.80361, -2.73219, 1.28417)
C (1.15631, -4.14028, 1.78871)
C (-0.11857, -2.07230, 2.31975)
C (2.08670, -1.88293, 1.25917)
H (2.76708, -4.52367, -2.32362)
H (2.67540, -4.27445, -0.58447)
H (2.69602, -2.88378, -1.67976)
H (0.99165, -4.30275, -3.79822)
H (0.84423, -2.59422, -3.38450)
H (-0.58043, -3.62920, -3.38705)
H (0.92485, -6.07375, -2.11665)
H (-0.70412, -5.57442, -1.68027)
H (0.52935, -5.75815, -0.42990)
H (-2.27571, -4.12497, -2.18110)
H (-2.35877, -2.36362, -2.34965)
H (-3.67919, -3.24842, -1.58469)
H (-1.89784, -5.18836, 0.13696)
H (-3.41000, -4.38630, 0.55243)
H (-1.99690, -4.17122, 1.57715)
H (-2.42509, -0.88463, -0.20253)
H (-2.39103, -1.65943, 1.38272)
H (-3.74016, -1.95563, 0.29118)
H (0.29359, -4.80892, 1.81887)
H (1.54469, -4.06434, 2.80962)
H (1.93035, -4.61725, 1.18481)
H (-0.99169, -2.68177, 2.55724)
H (-0.45934, -1.09197, 1.98740)
H (0.44193, -1.93078, 3.25003)
H (2.81748, -2.20915, 0.52218)
H (2.56076, -1.94715, 2.24432)
H (1.86331, -0.83096, 1.06858)

electronic energy = -8822.437377 Ha
energy relative to the best compared isomer or geometry (same formula, charge and spin) = 44.6 kJ/mol
LUMO energy = 0.03 eV
M = 828.03 g mol⁻¹
HOMO-LUMO gap = 0.245 Eh
HOMO level = -6.62 eV

Here are the Mulliken charges for atoms 1 to 4, given in e: atom 1 (Pd): -0.372, atom 2 (C): -1.161, atom 3 (As): 0.534, atom 4 (C): -1.309

***

ORCA calculation (ωB97M-V/def2-TZVPD) on C32H51BBrCl4F10Mg2N3O10 as an isolated structure.

Atoms and positions in Å:
C (-4.17979, -2.44257, 3.50339)
O (-2.80499, -2.40415, 3.82797)
C (-2.38390, -1.19619, 4.45707)
C (-0.95728, -0.90167, 4.00834)
C (-0.87185, -0.35140, 2.60307)
C (-1.51284, 1.06612, 2.50040)
C (-2.12124, 1.20553, 1.15037)
C (-1.74836, 1.93220, 0.06037)
C (-0.58052, 2.84193, -0.12260)
F (-0.79280, 3.75850, -1.07133)
F (0.47093, 2.09433, -0.50893)
F (-0.23522, 3.45987, 0.99100)
N (-2.68987, 1.61229, -0.92480)
C (-3.57990, 0.75092, -0.47521)
C (-4.72581, 0.09649, -1.16507)
C (-4.54577, -1.44331, -1.01795)
O (-4.89151, -2.09416, -2.21566)
C (-4.77551, -3.51732, -2.05934)
C (-3.49307, -3.97339, -2.76837)
O (-3.44901, -3.33910, -4.08223)
C (-2.28941, -2.57108, -4.25927)
C (-2.14895, -1.30176, -3.73616)
C (-0.99547, -0.57584, -3.96948)
C (0.05834, -1.07602, -4.73409)
C (1.30815, -0.19483, -4.97898)
C (2.01200, -0.78045, -6.22330)
C (0.76074, 1.20849, -5.36442)
C (2.10705, -0.26418, -3.66509)
C (3.40338, 0.53837, -3.53568)
C (3.20528, 2.07879, -3.54695)
C (4.54288, 0.11177, -4.53628)
C (3.98005, 0.22206, -2.12642)
C (-0.09411, -2.37011, -5.22261)
C (-1.24976, -3.11071, -4.99437)
N (-3.24272, 0.50438, 0.79151)
F (-3.89938, -0.31452, 1.59780)
H (-4.26289, -2.69246, 2.43246)
H (-4.70755, -3.23657, 4.03696)
H (-4.71363, -1.51564, 3.72058)
H (-2.33043, -1.32962, 5.53719)
H (-3.02251, -0.33869, 4.23605)
H (-0.42800, -0.23809, 4.72665)
H (-0.41273, -1.85062, 4.02874)
H (0.18314, -0.20363, 2.35349)
H (-1.25144, -1.04734, 1.84496)
H (-2.28341, 1.22092, 3.25576)
H (-0.75027, 1.83120, 2.57668)
H (-2.68510, 1.99104, -1.86041)
H (-5.67568, 0.34975, -0.69901)
H (-4.69224, 0.37528, -2.21708)
H (-3.49392, -1.66636, -0.78240)
H (-5.13810, -1.77278, -0.16020)
H (-5.64857, -3.96376, -2.53549)
H (-4.70229, -3.77876, -1.00367)
H (-2.60208, -3.77751, -2.17899)
H (-3.60344, -5.04311, -2.95132)
H (-2.97401, -0.90358, -3.15959)
H (-0.95814, 0.41369, -3.53105)
H (2.56804, -1.67105, -5.92503)
H (2.71773, -0.04350, -6.60332)
H (1.29343, -1.05893, -6.99241)
H (-0.17743, 1.06581, -5.90211)
H (1.49757, 1.72575, -5.97315)
H (0.52110, 1.76988, -4.46073)
H (2.33029, -1.30825, -3.41790)
H (1.43868, 0.08114, -2.86561)
H (2.31898, 2.40064, -2.98516)
H (4.08355, 2.59994, -3.17413)
H (3.04865, 2.40920, -4.61542)
H (5.54105, 0.20696, -4.11179)
H (4.56085, 0.75717, -5.46386)
H (4.35805, -0.90581, -4.88505)
H (3.24044, 0.36530, -1.33566)
H (4.44973, -0.76088, -2.09621)
H (4.78398, 0.93868, -1.94387)
H (0.67747, -2.85672, -5.80189)
H (-1.34970, -4.11443, -5.39917)
N (-2.83972, 0.73157, 7.47506)
O (-3.42844, 0.87504, 8.52359)
O (-3.47639, 0.73600, 6.42897)
O (-1.61680, 0.55285, 7.45368)
F (-3.68888, -6.24042, -4.75532)
Mg (-4.27668, -4.75989, -5.61834)
Br (4.45451, 2.70924, -5.98182)
C (5.47323, 3.35328, 4.48920)
O (4.89935, 3.09092, 3.20541)
C (3.98849, 3.97877, 2.82394)
O (3.63102, 4.94379, 3.44392)
O (3.52850, 3.61169, 1.62215)
C (2.52987, 4.48080, 1.09718)
H (6.19314, 2.56281, 4.67945)
H (5.98808, 4.31257, 4.49051)
H (4.70810, 3.32995, 5.26232)
H (2.92348, 5.48669, 0.95627)
H (1.66399, 4.50216, 1.75093)
H (2.23678, 4.08047, 0.12989)
C (7.96118, -1.87835, -2.97082)
Cl (7.96219, -0.63041, -1.72164)
Cl (8.47724, -1.17425, -4.50815)
Cl (9.06810, -3.17552, -2.51362)
Cl (6.32705, -2.52797, -3.14528)
Mg (3.68727, 3.88313, -8.29172)
F (0.68205, 0.86272, 5.39804)
C (2.19968, 0.29500, 8.33856)
O (3.03138, 0.70857, 9.43044)
H (2.54321, -0.67819, 7.99827)
H (1.16110, 0.21369, 8.66472)
H (2.26586, 1.00541, 7.51319)
H (2.71474, 1.56757, 9.71875)
B (-6.06711, -0.89995, 7.34982)
F (-6.22412, -1.25750, 5.98275)
F (-5.91435, 0.50026, 7.43918)
F (-7.19388, -1.30682, 8.07613)
F (-4.91215, -1.52924, 7.85986)

electronic energy = -8004.624166 Ha
LUMO energy = -5.18 eV
M = 1108.89 g mol⁻¹
HOMO-LUMO gap = 0.033 Eh
HOMO level = -6.08 eV

Here are the Mulliken charges for atoms 1 to 4, given in e: atom 1 (C): -0.482, atom 2 (O): -0.476, atom 3 (C): -0.118, atom 4 (C): -0.742